Molecular formula: C32H75BO5
Method: DFT, wB97M-V/def2-TZVPD

Its HOMO energy is -9.6 eV. Its SMILES is CCCCCCCCCCCCCCCCCCBCCO.CC(C)O.CC(C)O.CC(C)O.CC(C)O. The lowest unoccupied orbital energy is 0.0238 Eh. For the max |F|, the calculation gives 1.8 eV/A. The value obtained for the total energy is -1665.2035 a.u.

Structure (ORCA input):
```
! RIJCOSX wB97M-V def2-TZVPD def2/J DEFGRID3
* xyz 0 1
C 9.95 -2.83 0.62
C 8.77 -2.58 -0.38
C 7.42 -3.22 0.11
C 6.46 -3.29 -1.13
C 5.19 -4.15 -0.82
C 4.15 -3.45 0.13
C 3.77 -2.01 -0.38
C 4.31 -0.85 0.50
C 3.58 -0.66 1.88
C 2.46 0.47 1.85
C 1.48 0.12 0.68
C 0.10 0.86 0.74
C -0.94 -0.05 -0.06
C -1.72 0.75 -1.16
C -2.83 -0.14 -1.88
C -2.82 -1.65 -1.48
C -3.84 -2.53 -2.28
C -3.78 -3.99 -1.63
B -4.83 -4.14 -0.41
C -4.45 -3.66 1.07
C -5.33 -4.32 2.23
O -6.35 -5.19 1.76
H 10.65 -3.59 0.20
H 10.47 -1.86 0.78
H 9.53 -3.18 1.58
H 8.60 -1.49 -0.53
H 8.96 -3.02 -1.39
H 6.97 -2.67 0.96
H 7.58 -4.28 0.45
H 6.25 -2.26 -1.50
H 7.01 -3.81 -1.95
H 4.65 -4.41 -1.76
H 5.54 -5.09 -0.34
H 4.46 -3.46 1.20
H 3.23 -4.07 0.08
H 2.67 -2.00 -0.53
H 4.21 -1.87 -1.40
H 4.22 0.11 -0.07
H 5.40 -1.00 0.68
H 4.34 -0.39 2.65
H 3.09 -1.62 2.14
H 1.90 0.32 2.80
H 2.92 1.47 1.79
H 1.28 -0.97 0.76
H 1.96 0.31 -0.30
H -0.24 1.11 1.76
H 0.18 1.81 0.15
H -0.35 -0.83 -0.59
H -1.62 -0.47 0.71
H -2.12 1.71 -0.80
H -0.98 1.00 -1.95
H -3.84 0.26 -1.66
H -2.66 -0.06 -2.98
H -2.99 -1.83 -0.40
H -1.81 -2.08 -1.69
H -4.84 -2.08 -2.14
H -3.54 -2.66 -3.34
H -2.76 -4.15 -1.20
H -3.90 -4.78 -2.41
H -5.89 -4.60 -0.68
H -3.38 -3.85 1.34
H -4.59 -2.55 1.18
H -4.67 -4.89 2.91
H -5.79 -3.52 2.87
H -7.05 -4.60 1.45
C 0.43 5.61 1.56
C -0.53 4.56 2.08
C -1.39 5.10 3.21
O 0.21 3.43 2.54
H 1.11 5.94 2.36
H 1.05 5.21 0.76
H -0.11 6.48 1.18
H -1.16 4.21 1.26
H -0.78 5.41 4.05
H -2.07 4.33 3.58
H -1.99 5.95 2.87
H 0.78 3.72 3.27
C 7.12 0.85 -3.99
C 6.78 -0.63 -3.98
C 6.43 -1.13 -5.38
O 5.67 -0.85 -3.11
H 6.28 1.45 -4.35
H 7.36 1.20 -2.99
H 7.98 1.05 -4.64
H 7.62 -1.20 -3.59
H 5.56 -0.60 -5.78
H 6.18 -2.19 -5.36
H 7.27 -0.99 -6.07
H 4.92 -0.36 -3.45
C -10.93 -2.96 -0.40
C -10.23 -3.55 0.81
C -10.76 -2.95 2.11
O -8.82 -3.31 0.71
H -10.77 -1.88 -0.46
H -10.54 -3.40 -1.32
H -12.01 -3.15 -0.36
H -10.37 -4.64 0.83
H -10.58 -1.87 2.13
H -10.24 -3.38 2.97
H -11.83 -3.14 2.22
H -8.68 -2.36 0.70
C -4.01 9.53 1.50
C -2.58 9.08 1.73
C -1.60 9.94 0.95
O -2.44 7.72 1.33
H -4.28 9.45 0.44
H -4.71 8.90 2.05
H -4.16 10.57 1.81
H -2.35 9.13 2.79
H -1.78 9.87 -0.12
H -0.57 9.61 1.12
H -1.67 10.99 1.25
H -2.64 7.66 0.39
*
```